1.
# C3H4ClF2O4S

The ion C3H4ClF2O4S with charge -1 (ωB97M-V/def2-TZVPD, the Open Molecules 2025 dataset).

Properties
relative energy (zero: lowest compared OMol25 entry of this formula, charge and spin) = 0.2653 eV
net charge = -1
SMILES string = CC(F)(F)[C@](O)(Cl)S(=O)(=O)[O-]
multiplicity = 1
LUMO level = 0.1279 Eh

```
15
Properties=species:S:1:pos:R:3:forces:R:3:nbo_charge:R:1
C -0.9672 -0.2953 -0.6077 0.0 1.4 -1.5 -0.68
C 0.5020 -0.6834 -0.6246 0.9 -0.5 2.2 0.68
C 1.6254 0.1814 0.1201 -0.1 0.7 1.3 -0.04
O 4.0499 0.3103 -1.0644 0.6 0.8 0.1 -0.98
O 3.8483 0.5093 1.3920 0.4 0.9 1.2 -0.97
O 3.5445 -1.6238 0.2720 0.1 0.3 0.5 -1.01
O 1.4328 0.3505 1.4558 0.6 -0.7 0.8 -0.76
F 0.6211 -1.9481 -0.0753 -0.5 0.1 0.1 -0.35
F 0.8810 -0.8026 -1.8631 0.8 -0.3 -2.7 -0.32
S 3.4875 -0.1728 0.1655 -0.6 -3.8 -3.7 2.38
Cl 1.5884 1.7654 -0.7017 -0.6 1.4 -0.7 -0.12
H -1.6576 -1.0676 -0.8991 0.4 -0.8 -0.4 0.22
H -1.2686 0.6022 -1.2091 1.0 -0.8 0.1 0.23
H -1.2696 -0.0189 0.3312 -0.5 0.5 2.7 0.22
H 2.4992 0.3251 1.8086 -2.6 0.7 -0.2 0.50
```
Forces are in eV/Å.

2.
# C3H4ClF3OS

A structure of composition C3H4ClF3OS (ωB97M-V/def2-TZVPD, the Open Molecules 2025 dataset).

Properties
relative energy (zero: lowest compared OMol25 entry of this formula, charge and spin) = 1.8474 eV
multiplicity = 1
LUMO level = -0.0014 Eh

```
13
Properties=species:S:1:pos:R:3:forces:R:3:nbo_charge:R:1
C 1.1968 -1.1666 0.6423 1.9 2.5 1.4 -0.27
C -0.3858 -0.7252 2.4475 -0.9 -2.1 1.3 0.10
C -0.7613 1.5411 -2.4115 0.2 2.0 -1.3 0.91
H 0.9156 -0.0127 0.3987 1.3 -3.5 0.9 0.17
H 0.6941 -1.9068 -0.0640 1.3 1.0 0.7 0.22
H 2.5446 -1.1487 0.8133 -4.6 -0.5 -0.9 0.23
H -0.8076 -0.1896 1.5977 -0.5 0.8 0.6 0.16
O 0.6488 -1.4268 1.9857 0.8 -0.1 0.1 -0.51
F -1.5949 2.6007 -2.2020 1.0 -1.0 -0.5 -0.31
F -1.4344 0.5701 -2.9681 -0.3 -0.2 -0.6 -0.29
F 0.2382 1.9461 -3.3095 -1.7 -0.7 1.9 -0.32
S -1.0918 -1.0491 3.9700 1.4 1.0 -2.9 -0.10
Cl -0.1624 0.9678 -0.9001 0.0 0.7 -0.6 0.00
```
Forces are in eV/Å.

3.
# C3H4ClFO

The molecule C3H4ClFO (ωB97M-V/def2-TZVPD, the Open Molecules 2025 dataset).

Properties
relative energy (zero: lowest compared OMol25 entry of this formula, charge and spin) = 0.7905 eV
SMILES string = OC/C=C(/F)Cl
multiplicity = 1
LUMO level = 0.0284 Eh

```
10
Properties=species:S:1:pos:R:3:forces:R:3:nbo_charge:R:1
C 0.9317 0.1161 0.2228 0.0 0.1 -1.1 -0.09
C -0.4110 0.7627 -0.0839 1.8 -1.4 1.2 -0.33
C -1.5014 0.0423 -0.1493 -0.7 0.4 -0.3 0.36
H 1.9537 -1.3831 -0.4064 0.8 -0.6 0.0 0.47
H 1.7489 0.8506 0.1259 -0.3 -0.1 -0.5 0.17
H 1.0263 -0.1868 1.2493 -0.4 -0.4 0.7 0.17
H -0.4641 1.8106 0.0378 -0.3 1.0 -0.4 0.23
O 1.1120 -1.0251 -0.6496 -0.4 1.2 0.4 -0.71
F -2.6721 0.6349 -0.3632 -0.6 0.3 0.0 -0.32
Cl -1.7239 -1.6222 0.0167 0.1 -0.6 0.0 0.05
```
Forces are in eV/Å.

4.
# C3H4ClFO

The molecule C3H4ClFO (ωB97M-V/def2-TZVPD, the Open Molecules 2025 dataset).

Properties
relative energy (zero: lowest compared OMol25 entry of this formula, charge and spin) = 1.1487 eV
SMILES string = OC/C=C(/F)Cl
multiplicity = 1
LUMO level = 0.0251 Eh

```
10
Properties=species:S:1:pos:R:3:forces:R:3:nbo_charge:R:1
C -1.0505 0.5335 1.0628 1.3 -0.3 2.8 -0.10
C -0.4720 -0.6924 0.4244 -2.1 -1.1 0.1 -0.32
C 0.4382 -0.5698 -0.4803 2.0 -0.2 -1.0 0.36
H -2.6722 1.0557 1.7710 -1.4 2.2 1.5 0.46
H -0.7689 1.4354 0.4593 -0.9 -0.7 0.3 0.19
H -0.5330 0.7261 2.1241 -0.8 -0.4 -2.0 0.16
H -0.9050 -1.7401 0.4243 0.1 1.6 0.6 0.25
O -2.4345 0.2884 1.3331 1.5 -1.4 -1.8 -0.70
F 0.8144 -1.6275 -1.2363 0.3 1.1 0.3 -0.31
Cl 1.3842 0.8962 -0.6093 0.0 -0.8 -0.7 -0.01
```
Forces are in eV/Å.

5.
# C3H4ClFO

The molecule C3H4ClFO (ωB97M-V/def2-TZVPD, the Open Molecules 2025 dataset).

Properties
relative energy (zero: lowest compared OMol25 entry of this formula, charge and spin) = 2.2359 eV
SMILES string = CO/C=C(/F)Cl
multiplicity = 1
LUMO level = 0.0283 Eh

```
10
Properties=species:S:1:pos:R:3:forces:R:3:nbo_charge:R:1
C -1.1161 -0.1433 -1.2527 1.4 -1.8 0.0 -0.29
C 0.5676 -0.2800 0.4638 0.2 4.5 0.2 0.03
C 1.1272 0.3448 1.5165 0.2 0.3 -1.1 0.31
H -2.0621 -0.3696 -0.4827 2.9 0.4 -2.0 0.21
H -0.6628 -1.0749 -1.9413 -1.7 1.9 2.3 0.19
H -1.4132 0.5552 -2.0339 -0.1 0.3 0.5 0.21
H 0.3408 -1.2526 0.3561 -0.3 -3.5 0.4 0.19
O 0.1316 0.4578 -0.6138 -2.1 -0.8 -0.3 -0.52
F 1.6216 -0.3578 2.5564 -0.2 0.9 -0.5 -0.31
Cl 1.4654 2.1204 1.4315 -0.3 -2.1 0.6 -0.02
```
Forces are in eV/Å.

6.
# C3H4ClFS

A structure of composition C3H4ClFS (ωB97M-V/def2-TZVPD, the Open Molecules 2025 dataset).

Properties
relative energy (zero: lowest compared OMol25 entry of this formula, charge and spin) = 3.9429 eV
multiplicity = 1
LUMO level = 0.0215 Eh

```
10
Properties=species:S:1:pos:R:3:forces:R:3:nbo_charge:R:1
C 1.3755 0.8432 0.1482 0.8 -0.5 -1.2 -0.73
C -0.5289 -1.2170 -0.1797 4.2 -6.0 1.5 -0.42
C -1.3498 -0.2780 -0.1913 2.2 6.3 -0.8 0.18
H 2.5409 0.8664 0.5084 -2.8 0.5 -1.6 0.23
H 0.7253 1.2732 1.0544 1.4 -1.3 -2.4 0.24
H 0.9408 1.3035 -1.1258 2.1 -1.1 4.6 0.27
H -1.0549 -2.2097 0.1794 1.6 1.8 -1.3 0.26
F -1.0553 1.1065 -0.2905 -0.9 -1.9 -0.3 -0.35
S 1.2590 -1.1534 -0.1309 -1.3 2.6 0.5 0.19
Cl -2.8527 -0.5347 0.0279 -7.4 -0.4 0.9 0.13
```
Forces are in eV/Å.

7.
# C3H4ClN2O2S2

The ion C3H4ClN2O2S2 with charge -1 (ωB97M-V/def2-TZVPD, the Open Molecules 2025 dataset).

Properties
relative energy (zero: lowest compared OMol25 entry of this formula, charge and spin) = 0.4015 eV
net charge = -1
multiplicity = 1
LUMO level = 0.1131 Eh

```
14
Properties=species:S:1:pos:R:3:forces:R:3:nbo_charge:R:1
C -0.2034 1.2646 -0.2267 0.2 2.0 -1.4 -0.14
C -1.1495 0.2505 -0.2262 1.3 -0.4 0.7 -0.45
C 2.5162 -0.9437 0.1505 1.7 2.0 1.1 -0.41
N 1.1129 0.9277 -0.2508 0.1 2.4 0.7 -0.19
N 1.2972 -0.2677 0.0925 -3.6 -0.1 0.1 -0.29
O -3.4237 1.3768 -1.0149 -0.8 0.8 -1.5 -1.01
O -2.6255 1.4840 1.2699 -0.8 -0.1 0.3 -1.02
S -0.3249 -1.1767 0.0440 0.9 -1.1 0.5 0.62
S -3.0744 0.6140 0.1545 1.4 0.2 1.4 1.64
Cl -2.1579 -2.5563 -0.2174 -0.8 -0.5 -0.2 -0.60
H -0.4524 2.3781 -0.3206 0.3 -1.9 0.0 0.23
H 2.6740 -1.2935 -0.7984 1.2 -1.2 -2.3 0.20
H 3.3873 -0.3333 0.5128 -0.9 -0.1 -0.5 0.20
H 2.4242 -1.7245 0.8309 -0.3 -1.6 1.1 0.21
```
Forces are in eV/Å.

8.
# C3H4ClN3

The molecule C3H4ClN3 (ωB97M-V/def2-TZVPD, the Open Molecules 2025 dataset).

Properties
relative energy (zero: lowest compared OMol25 entry of this formula, charge and spin) = 3.5811 eV
multiplicity = 1
LUMO level = 0.0206 Eh

```
11
Properties=species:S:1:pos:R:3:forces:R:3:nbo_charge:R:1
C -0.2027 1.4694 0.0655 -0.6 -0.2 -0.3 0.09
C -1.1003 -0.6320 0.5244 0.3 -1.2 1.3 0.36
C 1.4215 -0.2160 -0.0211 -0.2 -0.1 -0.3 0.00
N -1.1054 0.5703 0.1926 -0.1 1.5 -0.3 -0.40
N 1.1332 1.0641 -0.0516 0.4 0.1 0.2 -0.59
N -1.5230 -1.7262 -0.0472 -0.1 -0.1 -0.6 -0.77
Cl 3.1384 -0.4673 -0.0767 0.3 0.1 0.1 -0.06
H -0.4278 2.5186 0.1011 0.0 0.1 -0.1 0.19
H 1.8291 1.8103 -0.1186 0.0 -0.3 0.0 0.40
H -1.5429 -2.5804 0.4840 0.1 0.1 -0.1 0.40
H -1.6202 -1.8109 -1.0525 -0.1 0.0 0.0 0.37
```
Forces are in eV/Å.

9.
# C3H4ClNO2

The molecule C3H4ClNO2 (ωB97M-V/def2-TZVPD, the Open Molecules 2025 dataset).

Properties
relative energy (zero: lowest compared OMol25 entry of this formula, charge and spin) = 2.1616 eV
SMILES string = C/C(=N/Cl)OC=O
multiplicity = 1
LUMO level = 0.0259 Eh

```
11
Properties=species:S:1:pos:R:3:forces:R:3:nbo_charge:R:1
C 1.4326 -1.0983 -0.0338 -2.4 0.2 3.2 0.66
C -0.1402 0.7269 0.0069 -1.1 -0.8 -1.5 0.55
C -1.2593 -0.2676 -0.1236 -0.3 2.9 5.5 -0.67
N -0.4408 1.9465 0.0880 -1.0 -0.4 0.5 -0.49
O 2.1359 -1.6891 -0.7404 1.3 -0.5 -1.4 -0.49
O 1.0889 0.2412 -0.2128 1.7 -0.3 -0.1 -0.52
Cl 0.7722 3.0553 0.2431 1.3 0.9 0.0 0.14
H 0.9711 -1.5703 0.9407 0.7 1.0 -1.6 0.11
H -2.1817 0.3420 0.0122 0.5 -0.8 0.0 0.25
H -1.2947 -0.7842 -0.9716 0.2 -2.2 -3.5 0.23
H -1.0840 -0.9024 0.7912 -0.8 0.1 -1.0 0.22
```
Forces are in eV/Å.

10.
# C3H4ClNS2

The molecule C3H4ClNS2 (ωB97M-V/def2-TZVPD, the Open Molecules 2025 dataset).

Properties
relative energy (zero: lowest compared OMol25 entry of this formula, charge and spin) = 4.9029 eV
multiplicity = 1
LUMO level (alpha / beta) = -0.0331 / -0.0034 Eh

```
11
Properties=species:S:1:pos:R:3:forces:R:3:nbo_charge:R:1
C 0.8343 0.1044 1.0132 -2.1 -1.6 0.1 -0.36
C 1.4822 1.1330 0.6670 1.0 0.5 -1.4 -0.02
C 0.2057 -0.8898 -0.0294 -0.8 0.8 -0.6 -0.24
N -0.5719 -0.1432 -1.0385 -1.7 -0.4 1.3 -0.64
S 0.1938 0.7509 -2.1476 0.0 0.2 0.2 0.19
S -2.2579 0.3349 -0.3198 3.4 2.7 0.2 0.13
Cl 2.4406 2.4240 0.6908 0.3 0.7 0.4 0.17
H 0.2738 -0.0132 1.9438 0.6 0.0 0.4 0.22
H 0.8374 -1.5726 -0.5850 0.7 0.2 0.2 0.23
H -0.5243 -1.4719 0.4998 -0.1 -0.4 0.4 0.21
H -2.9136 -0.6565 -0.6941 -1.4 -2.7 -1.2 0.09
```
Forces are in eV/Å.

Look up the multiplicity of the second one.
1